1.
C15H19ClIN3OSbSr | ωB97M-V/def2-TZVPD

Element x y z (Å)
Sr -0.2664 -0.1247 0.2375
Cl 4.3431 5.6405 -0.0742
C 3.6205 4.0722 0.0921
C 4.4020 2.9936 0.3792
C 3.8353 1.7122 0.5187
I 5.0858 0.1128 0.9547
C 2.4804 1.4782 0.3765
O 1.9324 0.3018 0.5029
C 1.6633 2.6277 0.0675
N 0.3175 2.4171 -0.0897
C -0.4606 3.4395 -0.3699
C 0.0089 4.7520 -0.5217
C 1.3472 4.9840 -0.3737
C 2.2205 3.9180 -0.0735
H 5.4680 3.1254 0.5007
H -1.5193 3.2285 -0.4863
H -0.6782 5.5530 -0.7520
H 1.7526 5.9801 -0.4845
C -6.1317 -0.3017 -0.9190
N -5.3684 0.1234 0.2569
C -6.0650 0.8689 1.3089
C -4.0696 0.0364 0.2640
N -2.9136 -0.0670 0.2757
H -6.9488 -0.9461 -0.5984
H -5.4836 -0.8573 -1.5908
H -6.5354 0.5679 -1.4385
H -6.8818 0.2605 1.6939
H -6.4624 1.8014 0.9072
H -5.3732 1.0872 2.1175
C -1.5109 -4.8942 -0.3137
Sb 0.1115 -3.5242 -0.1401
C 1.2091 -4.5317 1.3800
C 1.2513 -4.1761 -1.8156
H -1.1179 -5.9034 -0.4231
H -2.1144 -4.6474 -1.1852
H -2.1354 -4.8453 0.5764
H 1.3468 -5.5708 1.0865
H 0.6672 -4.4909 2.3229
H 2.1793 -4.0552 1.5053
H 1.3804 -5.2555 -1.7583
H 2.2256 -3.6917 -1.8053
H 0.7365 -3.9227 -2.7403

Results
electronic energy = -50373.4341 eV
relative energy (zero: lowest compared OMol25 entry of this formula, charge and spin) = 0.0 kcal per mole
LUMO level = -2.91 eV
Kohn-Sham gap = 6.831 eV
net charge = +1
spin multiplicity = 1

2.
C6H10O | ωB97M-V/def2-TZVPD

Element x y z (Å)
C 0.9314 0.8567 -0.8498
C 0.6126 -0.5389 -1.4079
C -0.3889 -1.4210 -0.6803
C -0.7513 -1.2993 0.5920
C -0.1052 -0.1704 1.3188
C -0.8634 1.0954 1.2476
O 0.9412 -0.2581 1.9292
H 1.1858 0.7865 0.2053
H 1.8341 1.2757 -1.2855
H 0.1221 1.5704 -1.0465
H 0.2871 -0.4446 -2.4495
H 1.5537 -1.1005 -1.4262
H -0.7690 -2.2693 -1.2446
H -1.4435 -1.9817 1.0818
H -1.2939 0.6759 2.2089
H -0.2600 2.0028 1.3727
H -1.5929 1.2205 0.4339

Results
electronic energy = -8429.6587 eV
relative energy (zero: lowest compared OMol25 entry of this formula, charge and spin) = 36.5 kcal per mole
LUMO level = 0.96 eV
SMILES = CC/C=C\C(C)=O
Kohn-Sham gap = 10.528 eV
net charge = 0
spin multiplicity = 1

3.
C5H6N4 | ωB97M-V/def2-TZVPD

Element x y z (Å)
C -3.3984 -0.1401 0.0158
C -0.0937 1.5601 0.2313
C -2.3413 0.6851 0.0769
C 0.3054 -0.8174 0.4264
C 2.2004 0.5287 0.0949
N -4.2171 -0.9699 -0.0365
N -1.3684 1.3112 0.0661
N 0.6990 0.3974 0.1538
N 0.1487 -1.8874 -0.1706
H 0.2190 2.5690 0.0356
H 2.6314 -0.3455 -0.3204
H 2.7407 0.6360 1.0909
H 2.5329 1.3632 -0.5882
H -0.0717 -2.8043 0.1583
H 0.0132 -2.0862 -1.2345

Results
electronic energy = -11217.4223 eV
relative energy (zero: lowest compared OMol25 entry of this formula, charge and spin) = 88.9 kcal per mole
LUMO level (spin up / spin down) = -11.32 / -11.32 eV
Kohn-Sham gap (spin up / spin down) = 7.029 / 7.031 eV
net charge = +2
spin multiplicity = 1

4.
C44H60Br2InN7OPS2 | ωB97M-V/def2-TZVPD

Element x y z (Å)
In -1.3689 0.5706 -0.5798
C 3.8123 3.6493 -4.0362
C 3.1065 3.7879 -2.6937
N 1.7195 3.3291 -2.7289
C 1.3663 2.0518 -2.5036
S -0.3627 1.6945 -2.6506
N 2.3374 1.2109 -2.2657
N 1.8836 -0.0697 -1.8371
C 2.0001 -1.1174 -2.8441
C 3.2437 -1.1745 -3.6408
C 0.9270 -2.0419 -2.8254
C 0.8597 -3.1276 -3.7163
C -0.1741 -4.0304 -3.5970
C -1.1169 -3.8519 -2.5956
C -0.9984 -2.7436 -1.7621
N -0.0266 -1.8515 -1.8675
H 4.8392 4.0103 -3.9641
H 3.3025 4.2276 -4.8081
H 3.8353 2.6036 -4.3454
H 3.0942 4.8276 -2.3670
H 3.6177 3.1985 -1.9339
H 1.0126 3.9252 -3.1266
H 3.5878 -0.1664 -3.8680
H 3.0916 -1.7172 -4.5707
H 4.0433 -1.6852 -3.0894
H 1.6141 -3.2502 -4.4798
H -0.2420 -4.8719 -4.2737
H -1.9304 -4.5493 -2.4606
H -1.7205 -2.5655 -0.9734
C -4.4689 2.0661 0.9943
C -3.4057 2.2152 2.0840
C -3.7738 3.3687 3.0321
P -1.7323 2.3787 1.3186
C -1.5366 4.1896 0.9565
C -0.2881 4.7876 1.5970
C -1.5308 4.4260 -0.5545
C -0.5944 1.8539 2.6488
C -1.0461 1.7440 3.9567
C -0.2674 1.2272 4.9902
C -0.8071 1.1116 6.3871
C 1.0224 0.7843 4.6869
C 1.5132 0.8935 3.4133
C 0.7337 1.4392 2.3593
N 1.2276 1.4669 1.0960
C 2.6214 1.5423 0.9772
C 3.4011 2.5328 1.6163
C 2.8773 3.5937 2.5571
C 4.7661 2.5855 1.3417
C 5.4158 1.6822 0.5164
C 6.8923 1.7780 0.2453
C 4.6415 0.6808 -0.0603
C 3.2803 0.6173 0.1464
C 2.5089 -0.4886 -0.4958
H -5.4619 2.0667 1.4482
H -4.3503 1.1334 0.4448
H -4.4313 2.8894 0.2790
H -3.3528 1.2744 2.6333
H -4.2626 4.1735 2.4812
H -2.9232 3.7998 3.5611
H -4.4866 3.0120 3.7777
H -2.4229 4.6608 1.3814
H 0.6080 4.3626 1.1402
H -0.2462 4.6166 2.6735
H -0.2723 5.8657 1.4249
H -0.6207 4.0184 -0.9951
H -1.5628 5.4989 -0.7584
H -2.3803 3.9606 -1.0576
H -2.0493 2.0528 4.2077
H -1.8055 1.5378 6.4683
H -0.1540 1.6218 7.0968
H -0.8574 0.0639 6.6907
H 1.6305 0.3333 5.4626
H 2.4951 0.5069 3.1745
H 1.8024 3.5859 2.6870
H 3.1733 4.5818 2.2011
H 3.3238 3.4554 3.5440
H 5.3483 3.3705 1.8147
H 7.3792 2.4626 0.9377
H 7.0732 2.1412 -0.7688
H 7.3700 0.8017 0.3306
H 5.1150 -0.0677 -0.6888
H 3.1546 -1.3407 -0.6952
H 0.8673 -0.0318 -1.6707
H 1.6713 -0.8087 0.1219
Br -1.5421 -1.1294 1.3333
C -3.1300 0.0902 -1.8057
Br -3.9605 1.7065 -2.5142
H -3.8869 -0.4520 -1.2472
H -2.8273 -0.4859 -2.6754
C -2.8649 -4.8699 1.1527
C -1.8248 -5.7754 1.8034
C -0.4363 -5.6778 1.1756
N 0.2925 -4.5439 1.7375
C 1.2368 -3.7795 1.1964
S 1.8581 -2.4570 1.9994
N 1.6418 -4.0576 -0.1149
C 2.0619 -5.2169 -0.7599
O 2.2223 -5.1886 -1.9606
C 2.3577 -6.4213 0.0635
C 2.1042 -7.6699 -0.4946
C 2.3609 -8.8173 0.2366
C 2.8935 -8.7177 1.5168
C 3.1873 -7.4725 2.0565
C 2.9192 -6.3200 1.3322
H -3.8473 -5.0222 1.6011
H -2.9492 -5.0907 0.0870
H -2.6021 -3.8168 1.2768
H -2.1457 -6.8159 1.7418
H -1.7503 -5.5370 2.8689
H -0.5121 -5.5368 0.0955
H 0.1184 -6.6003 1.3513
H 0.0461 -4.2651 2.6765
H 1.8162 -3.2255 -0.6590
H 1.7039 -7.7223 -1.4990
H 2.1545 -9.7893 -0.1918
H 3.0928 -9.6141 2.0898
H 3.6300 -7.3979 3.0412
H 3.1676 -5.3500 1.7475

Results
electronic energy = -235294.2636 eV
LUMO level (spin up / spin down) = -3.64 / -4.11 eV
Kohn-Sham gap (spin up / spin down) = 6.508 / 6.132 eV
net charge = +1
spin multiplicity = 1

5.
C4H12OS2 | ωB97M-V/def2-TZVPD

Element x y z (Å)
C 0.7186 0.8624 1.4025
C -0.7704 1.0543 1.6823
C -1.5239 1.6933 0.4497
S -1.7639 0.3808 -0.7909
S -0.9014 0.3071 -2.4903
C 0.6889 -0.4066 -2.4870
H 0.9680 1.2324 0.4339
H 1.3806 1.3574 2.0773
H 0.9635 -0.1788 1.3973
H -1.1421 0.0216 2.0692
H -0.8956 1.9167 2.4811
H -2.6670 1.7860 0.7020
H -1.0155 2.4855 0.1285
H 1.3994 0.1790 -2.2812
H 0.8438 -1.2348 -1.8214
H 0.9417 -0.7989 -3.4792
O 1.1744 -3.8328 0.3073
H 0.3294 -3.9668 0.1123
H 1.2717 -2.8579 0.1064

Results
electronic energy = -28058.4093 eV
relative energy (zero: lowest compared OMol25 entry of this formula, charge and spin) = 56.7 kcal per mole
LUMO level = 0.65 eV
SMILES = CCCSSC.O
Kohn-Sham gap = 9.298 eV
net charge = 0
spin multiplicity = 1

6.
C5H28N2O9 | ωB97M-V/def2-TZVPD

Element x y z (Å)
N 1.8713 -2.3570 0.3550
C 0.8148 -3.0011 1.0978
C -0.6624 -2.5404 0.9052
C -1.0089 -1.2366 0.1014
C -0.6979 0.1896 0.7137
N -0.9118 0.2649 2.1536
C -1.4428 1.3293 2.7958
O -1.7841 2.3374 2.1902
H 1.8638 -1.4064 0.4332
H 1.9353 -2.6163 -0.5563
H 0.9411 -3.0126 2.2698
H 0.7935 -4.2050 0.8199
H -1.2292 -3.3182 0.3911
H -1.1801 -2.3573 1.9156
H -0.8125 -1.1703 -0.8572
H -2.0774 -1.4790 0.1162
H 0.3604 0.3415 0.3882
H -1.3832 0.9680 0.1999
H -0.4889 -0.5765 2.6763
H -1.4636 1.1951 3.8821
O -0.7098 -0.5297 -3.1933
H -0.3606 -0.9220 -2.3912
H -1.0882 0.3692 -2.8188
O -0.8333 2.0212 -2.3655
H -0.6637 2.5478 -1.5129
H -0.6071 2.6661 -3.1146
O 2.2289 0.5332 -1.9869
H 3.0236 0.2366 -2.1987
H 1.6467 0.8046 -2.7544
O -3.2075 -0.9710 2.5633
H -3.8636 -1.5867 2.2515
H -3.6424 -0.1801 2.1758
O 1.8513 2.0489 0.1209
H 2.1778 1.5417 -0.6131
H 2.4073 2.6852 0.3570
O 2.3989 -0.3147 2.4941
H 2.7048 -1.0543 1.8832
H 2.2813 0.3208 1.8765
O -0.7197 3.3133 -0.0707
H 0.1724 3.1382 0.3580
H -1.3652 2.7949 0.4788
O 0.9873 1.2900 -4.2538
H 0.1602 0.8194 -4.2875
H 1.5833 1.0784 -4.9891

Results
electronic energy = -27045.3171 eV
relative energy (zero: lowest compared OMol25 entry of this formula, charge and spin) = 109.1 kcal per mole
LUMO level = 0.29 eV
SMILES = NCCCCNC=O.O.O.O.O.O.O.O.O
Kohn-Sham gap = 9.613 eV
net charge = 0
spin multiplicity = 1

7.
C31H53IrNO2Si2 | ωB97M-V/def2-TZVPD

Element x y z (Å)
O -1.2791 -2.6614 -3.4001
O -2.4560 -0.7203 -4.4708
C -0.1011 -3.4481 -3.6550
C 0.8698 -3.2333 -2.5840
H 0.2621 -3.1695 -4.6153
H -0.4197 -4.4612 -3.7035
H 1.1798 -2.2077 -2.5974
H 1.7665 -3.8290 -2.6820
H 0.5717 -3.5489 -1.6073
C -2.0876 -2.8984 -2.1075
C -3.5406 -2.8529 -2.4150
H -1.7738 -2.1071 -1.4152
H -1.7561 -3.8705 -1.7512
H -3.7894 -1.8910 -2.8946
H -4.0882 -2.9801 -1.4664
H -3.8707 -3.6370 -3.1141
C -3.6391 0.1135 -4.5182
C -2.2379 -1.4563 -5.6761
C -4.1008 0.5334 -3.1824
H -4.4775 -0.2902 -5.0894
H -3.4494 1.0265 -5.0997
H -4.8167 -0.1178 -2.7257
H -4.5496 1.5266 -3.1859
H -3.2476 0.6248 -2.5509
C -3.1424 -2.5840 -5.8838
H -1.1962 -1.7059 -5.6094
H -2.3139 -0.7702 -6.5028
H -3.0174 -3.2519 -5.0558
H -2.8955 -3.0807 -6.7986
H -4.1529 -2.2715 -5.9747
H -1.4017 -1.8597 -3.6716
Ir 0.7259 0.9340 -0.5522
C -0.1844 0.1045 -2.4347
Si 0.3869 0.7768 -4.0888
H -1.2734 0.3053 -2.1915
H 0.4449 -0.5748 -1.8007
C 1.6146 -0.2638 -4.9921
C 1.2199 2.4440 -3.5083
C -0.7557 1.6817 -5.4707
C 2.4497 0.4127 -1.3451
Si 3.0588 1.8531 -0.0820
H 2.5080 0.6640 -2.4387
H 2.9177 -0.5908 -1.1507
C 3.7333 3.2080 -1.1587
C 4.4295 0.9943 0.8651
C 1.8284 2.5492 1.2043
H -0.1832 2.5477 -5.8706
H -1.6792 2.0703 -5.0032
H -0.9620 0.9302 -6.2635
H 2.2860 -0.7799 -4.2899
H 2.2398 0.3603 -5.6517
H 1.0940 -1.0115 -5.6034
H 1.0692 2.4377 -2.4050
H 0.7059 3.3316 -3.9694
H 2.3035 2.3872 -3.7580
H 5.0066 0.4332 0.1170
H 4.0375 0.3010 1.6212
H 5.0773 1.7458 1.3440
H 2.2194 2.3129 2.2091
H 0.7317 2.2897 1.1724
H 1.9906 3.6085 0.9426
H 4.6453 3.5468 -0.6456
H 3.0466 4.0559 -1.3039
H 4.0205 2.8165 -2.1423
C -2.6202 3.5302 -1.1505
C -3.5993 2.8689 -0.3913
C -3.2840 1.7586 0.3746
C -1.9665 1.2649 0.3531
C -1.0290 1.9292 -0.4342
C -1.2998 3.0609 -1.2108
C -1.4796 0.1462 1.1253
C -2.2880 -0.4768 2.1053
C -1.7293 -1.3451 3.0083
C -0.3505 -1.6619 2.8527
C 0.3829 -2.3733 3.8355
C 1.7692 -2.6144 3.7246
C 2.4573 -2.1947 2.5601
C 1.7622 -1.5097 1.5655
C 0.4159 -1.1339 1.7375
N -0.1620 -0.1546 0.9333
H -2.8872 4.3922 -1.7479
H -4.6221 3.2512 -0.3606
H -3.9974 1.2848 1.0326
H -0.5185 3.5683 -1.7754
H -3.3447 -0.1848 2.1324
H -2.3377 -1.8033 3.8056
H -0.1844 -2.7008 4.7095
H 2.3028 -3.1357 4.5183
H 3.5328 -2.3677 2.4506
H 2.2381 -1.1672 0.6337

Results
electronic energy = -57171.8455 eV
relative energy (zero: lowest compared OMol25 entry of this formula, charge and spin) = 90.7 kcal per mole
LUMO level (spin up / spin down) = -2.36 / -4.47 eV
Kohn-Sham gap (spin up / spin down) = 4.734 / 5.531 eV
net charge = +1
spin multiplicity = 5
expectation value of S² = 6.0449

8.
C21H18BrCl3IrNO2 | ωB97M-V/def2-TZVPD

Element x y z (Å)
Ir 0.1487 -0.6327 0.7819
Br 0.9095 0.9104 2.6545
C 0.6870 2.5529 1.7264
C 1.1155 3.7416 2.2195
C 0.8222 4.9079 1.4759
C 0.0881 4.8330 0.3305
C -0.3809 3.5918 -0.1730
C -1.2095 3.5081 -1.3150
C -1.6751 2.2895 -1.7250
C -1.2887 1.1065 -1.0682
C -0.4341 1.1237 0.0078
C -0.0287 2.3998 0.5093
H 1.6445 3.8020 3.1605
H 1.1635 5.8664 1.8436
H -0.1663 5.7358 -0.2115
H -1.4935 4.4172 -1.8299
H -2.3458 2.2217 -2.5722
H -1.6614 0.1560 -1.4261
Cl -4.1641 -2.9685 2.5421
C -3.6570 -1.2816 2.7939
Cl -2.9411 -1.1310 4.4028
Cl -5.0614 -0.2144 2.6827
C -2.6588 -0.9487 1.6328
O -3.1173 -0.7998 0.5224
O -1.4420 -0.9168 2.0281
C 3.0781 0.1975 0.0931
N 1.9226 -0.5456 -0.4436
C 1.6577 -0.0245 -1.8090
C 2.3127 -1.9734 -0.5880
C 1.0790 -2.7845 -0.8728
C 1.1512 -4.0161 -1.5058
C 0.0014 -4.7780 -1.6501
C -1.2044 -4.3111 -1.1475
C -1.2728 -3.0788 -0.5119
C -0.1340 -2.2828 -0.3660
H 2.8331 1.2569 0.1578
H 3.9377 0.0735 -0.5725
H 3.3331 -0.1799 1.0798
H 1.3607 1.0182 -1.7572
H 0.8615 -0.6015 -2.2723
H 2.5719 -0.1126 -2.4030
H 2.7567 -2.2875 0.3591
H 3.0790 -2.0731 -1.3651
H 2.1013 -4.3826 -1.8784
H 0.0482 -5.7378 -2.1490
H -2.0998 -4.9102 -1.2549
H -2.2278 -2.7365 -0.1367

Results
electronic energy = -138103.1186 eV
relative energy (zero: lowest compared OMol25 entry of this formula, charge and spin) = 0.0 kcal per mole
LUMO level = -0.34 eV
Kohn-Sham gap = 7.632 eV
net charge = 0
spin multiplicity = 1

9.
C6H8O2 | ωB97M-V/def2-TZVPD

Element x y z (Å)
C -0.2490 1.4722 0.3466
C -0.6916 2.8546 0.8053
C -1.2945 0.3822 0.3713
C -0.8980 -0.8270 -0.4738
C 0.5215 -1.2601 -0.1016
C 1.4735 -0.1703 -0.4029
O -0.6258 2.6397 -0.4684
O 2.5908 0.0479 0.2974
H -1.4310 0.0590 1.4070
H -2.2553 0.7660 0.0090
H -1.5977 -1.6477 -0.3097
H -0.9212 -0.5617 -1.5322
H 0.5649 -1.5306 0.9572
H 0.7803 -2.1449 -0.6956
H 1.5205 0.2285 -1.4037
H 2.5128 -0.3079 1.1940

Results
electronic energy = -10438.6513 eV
relative energy (zero: lowest compared OMol25 entry of this formula, charge and spin) = 62.5 kcal per mole
LUMO level (spin up / spin down) = 0.85 / -1.30 eV
Kohn-Sham gap (spin up / spin down) = 7.060 / 7.996 eV
net charge = 0
spin multiplicity = 3
expectation value of S² = 2.0093

Question: What is the formula in the first record?
Answer: C15H19ClIN3OSbSr